68
Properties=species:S:1:pos:R:3:forces:R:3 method="wB97M-V/def2-TZVPD" orbital_gap_ev=6.76 de_lowest_kj_mol=0.0 total_charge=-1
Pt 0.983 0.970 -1.144 0.3 -0.2 -0.1
C -4.409 3.758 4.629 0.0 0.0 0.0
O -4.420 3.554 3.231 0.0 0.0 0.0
C -4.761 2.306 2.782 0.0 0.0 0.0
C -5.154 1.259 3.602 0.0 0.0 0.0
C -5.487 0.035 3.030 0.0 0.0 0.0
C -5.391 -0.167 1.666 0.1 -0.1 -0.2
C -5.021 0.901 0.845 0.0 0.0 0.0
C -4.713 2.124 1.401 0.0 0.0 0.0
N -5.835 -1.442 1.155 0.2 -0.1 -0.2
N -5.231 -2.062 0.256 -0.1 0.3 0.2
C -3.960 -1.637 -0.248 -0.2 0.0 0.1
C -3.830 -1.539 -1.613 0.0 0.0 0.0
C -2.679 -1.031 -2.210 0.0 0.0 0.0
C -1.566 -0.640 -1.457 0.0 0.1 0.0
O -0.544 -0.121 -2.053 0.0 -0.1 0.1
C -1.639 -0.887 -0.022 0.0 0.0 -0.1
N -0.521 -0.665 0.707 0.0 0.0 -0.1
C -0.521 -0.914 1.988 0.0 0.0 0.0
C -1.640 -1.436 2.664 0.0 0.0 0.0
C -2.781 -1.670 1.956 0.0 0.0 0.0
C -2.827 -1.385 0.570 0.0 0.1 0.0
H -4.083 4.783 4.785 0.0 0.0 0.0
H -3.712 3.078 5.125 0.0 0.0 0.0
H -5.406 3.629 5.059 0.0 0.0 0.0
H -5.216 1.377 4.674 0.0 0.0 0.0
H -5.819 -0.784 3.656 0.0 0.0 0.0
H -4.960 0.768 -0.225 0.0 0.0 0.0
H -4.414 2.954 0.777 0.0 0.0 0.0
H -4.679 -1.818 -2.228 0.0 0.0 0.0
H -2.620 -0.916 -3.284 0.0 0.0 0.0
H 0.405 -0.717 2.521 0.0 0.0 0.0
H -1.581 -1.656 3.722 0.0 0.0 0.0
H -3.648 -2.098 2.442 0.0 0.0 0.0
S 5.985 0.303 -0.202 0.1 0.2 0.0
Sb 4.390 1.237 -1.471 0.0 -0.3 0.1
S 2.535 -0.577 -1.837 -0.1 0.1 0.0
S 2.662 2.243 -0.202 -0.1 0.1 0.0
S 4.635 1.905 -3.591 0.1 0.1 0.0
C -2.905 4.584 -1.138 0.0 0.0 0.0
N -2.113 4.018 -0.052 0.0 0.0 0.0
C -1.897 4.854 1.126 0.0 0.0 0.0
C -1.182 3.135 -0.362 0.0 0.0 -0.1
N -0.386 2.355 -0.636 -0.1 0.1 0.1
H -3.881 4.867 -0.746 0.0 0.0 0.0
H -3.038 3.837 -1.916 0.0 0.0 0.0
H -2.420 5.467 -1.565 0.0 0.0 0.0
H -2.862 5.081 1.577 0.0 0.0 0.0
H -1.381 5.781 0.860 0.0 0.0 0.0
H -1.300 4.305 1.849 0.0 0.0 0.0
S 7.379 -4.854 0.569 0.0 0.0 0.0
C 6.110 -3.937 0.033 0.1 0.1 0.0
S 4.810 -3.405 1.064 -0.1 0.0 0.1
C 4.089 -2.568 -0.274 0.0 0.2 -0.4
N 4.740 -2.662 -1.375 0.0 -0.1 0.1
N 5.875 -3.428 -1.196 -0.1 0.1 0.0
C 6.774 -3.490 -2.306 -0.1 0.0 0.0
C 7.278 -4.707 -2.733 0.0 0.0 0.0
C 8.130 -4.732 -3.827 0.0 0.0 0.0
C 8.461 -3.556 -4.485 0.0 0.0 0.0
C 7.940 -2.346 -4.048 0.0 0.0 0.0
C 7.094 -2.306 -2.952 0.0 0.0 0.0
S 2.620 -1.639 -0.054 0.0 -0.1 0.2
H 7.014 -5.614 -2.210 0.0 0.0 0.0
H 8.531 -5.679 -4.167 0.0 0.0 0.0
H 9.125 -3.583 -5.341 0.0 0.0 0.0
H 8.191 -1.425 -4.558 0.0 0.0 0.0
H 6.682 -1.373 -2.593 0.0 0.1 0.0

---

62
Properties=species:S:1:pos:R:3:forces:R:3 method="wB97M-V/def2-TZVPD" orbital_gap_ev="3.80 / 3.81" de_lowest_kj_mol=0.0 total_charge=+2
Ru -0.419 -0.290 0.790 -0.4 -0.1 0.2
N 6.474 0.573 5.702 0.0 0.1 0.1
C 5.647 0.241 4.685 0.0 -0.1 -0.1
C 4.548 -0.614 4.905 0.0 0.0 0.0
C 3.717 -0.963 3.869 0.0 0.0 0.0
C 3.957 -0.463 2.588 0.1 0.1 0.1
C 5.039 0.389 2.352 0.0 0.0 0.0
C 5.868 0.741 3.388 0.0 0.0 0.0
S 3.018 -1.025 1.260 -0.3 0.1 0.0
O 2.567 -2.356 1.551 -0.2 -0.1 0.0
O 3.650 -0.709 0.022 0.0 0.0 0.0
N 1.544 -0.125 1.256 0.5 0.0 -0.1
C 1.593 1.218 1.062 0.0 0.1 0.0
N 2.651 2.011 1.133 0.0 -0.1 -0.1
C 2.413 3.301 0.961 -0.1 0.1 0.0
C 1.140 3.828 0.704 0.0 0.0 0.0
C 0.097 2.941 0.620 0.0 0.0 -0.2
N 0.320 1.631 0.812 -0.1 0.1 0.4
H 6.385 0.136 6.602 0.0 0.0 0.0
H 7.303 1.114 5.530 0.0 0.0 0.0
H 4.379 -1.025 5.893 0.0 0.0 0.0
H 2.904 -1.657 4.042 0.0 0.0 0.0
H 5.229 0.751 1.352 0.0 0.0 0.0
H 6.718 1.385 3.199 0.0 0.0 0.0
H 3.273 3.958 1.026 0.0 0.0 0.0
H 0.985 4.886 0.563 0.0 0.0 0.0
H -0.909 3.256 0.379 -0.1 0.0 0.1
C -5.198 2.857 0.296 0.0 0.0 0.0
C -5.429 1.806 -0.586 0.0 0.0 0.0
C -4.517 0.776 -0.707 0.0 0.0 -0.1
C -3.354 0.809 0.064 0.0 0.1 0.0
C -3.122 1.855 0.951 0.0 -0.1 0.0
C -4.047 2.879 1.069 0.0 0.0 0.0
N -2.391 -0.249 -0.012 0.2 0.2 0.0
N -2.757 -1.239 -0.673 -0.1 -0.1 0.0
C -1.859 -2.301 -0.688 0.1 0.0 0.0
C -2.190 -3.424 -1.413 0.0 0.0 0.0
C -1.324 -4.511 -1.378 0.0 0.0 0.0
C -0.180 -4.419 -0.610 0.0 0.0 0.0
C 0.095 -3.251 0.089 0.1 0.0 -0.1
N -0.725 -2.194 0.048 -0.1 -0.1 0.0
H -5.921 3.657 0.381 0.0 0.0 0.0
H -6.331 1.791 -1.183 0.0 0.0 0.0
H -4.697 -0.038 -1.393 0.0 0.0 0.0
H -2.234 1.847 1.562 0.1 0.1 0.1
H -3.874 3.689 1.765 0.0 0.0 0.0
H -3.109 -3.427 -1.981 0.0 0.0 0.0
H -1.549 -5.409 -1.937 0.0 0.0 0.0
H 0.519 -5.240 -0.539 0.0 0.0 0.0
H 0.997 -3.139 0.672 0.0 0.0 0.1
Te -1.284 -0.730 2.983 0.1 -0.2 -0.3
C 0.042 -0.009 4.381 0.0 0.0 0.0
C 0.105 -0.751 5.567 0.0 0.1 0.0
C 0.936 -0.320 6.587 0.0 0.0 0.0
C 1.669 0.849 6.434 0.0 0.0 0.0
C 1.583 1.598 5.264 0.0 0.0 0.0
C 0.770 1.173 4.231 0.0 0.0 0.0
H -0.488 -1.648 5.699 0.0 0.0 0.0
H 0.998 -0.887 7.506 0.0 0.0 0.0
H 2.309 1.190 7.237 0.0 0.0 0.0
H 2.149 2.515 5.166 0.0 0.0 0.0
H 0.680 1.770 3.336 0.0 0.0 0.0

---

57
Properties=species:S:1:pos:R:3:forces:R:3 method="wB97M-V/def2-TZVPD" orbital_gap_ev=7.41
C -1.111 3.785 3.243 -0.1 -0.3 -0.1
C -0.746 2.724 4.083 -0.2 0.0 -0.2
C -0.908 1.399 3.661 0.2 -0.2 -0.1
C -1.402 1.130 2.381 -0.1 0.6 0.1
S -1.683 -0.550 1.779 -1.7 1.1 -0.4
C -0.256 -1.024 0.713 2.5 2.1 1.3
C 0.253 -2.373 1.117 0.8 -1.0 -0.5
C 1.645 -2.664 0.996 -0.6 0.4 -0.2
C 2.131 -3.960 1.064 -0.5 -1.2 0.1
C 1.250 -5.035 1.347 -0.8 2.4 -0.2
N 1.697 -6.404 1.302 0.3 -2.7 0.2
O 0.839 -7.281 1.577 1.8 1.7 -0.6
O 2.882 -6.675 1.004 -2.3 0.9 0.5
C -0.118 -4.745 1.608 1.2 -0.3 -0.2
C -0.596 -3.439 1.510 0.2 0.1 -0.5
O -1.910 -1.324 3.005 0.9 0.4 -1.6
O -2.754 -0.400 0.804 0.1 -0.5 0.5
C -1.877 2.188 1.601 0.1 -0.1 -0.7
C -1.684 3.512 1.995 0.0 -0.1 0.4
H -0.992 4.818 3.582 0.0 -0.4 -0.1
H -0.359 2.939 5.081 -0.1 -0.2 -0.3
H -0.684 0.562 4.323 0.1 0.3 -0.2
H 0.491 -0.237 1.023 -0.5 -0.9 -0.1
H 2.359 -1.857 0.782 -0.4 -0.3 0.0
H 3.164 -4.189 0.819 -0.1 0.1 0.2
H -0.760 -5.591 1.833 -0.1 0.3 0.0
H -1.655 -3.246 1.696 0.4 -0.2 -0.2
H -2.429 1.978 0.675 0.5 0.0 0.3
H -2.025 4.316 1.335 0.1 -0.3 0.3
C -1.302 5.898 -1.415 -0.4 -0.4 -0.1
O -2.138 4.763 -1.761 0.6 0.4 0.0
C -1.571 3.523 -1.780 0.5 -0.5 0.0
C -2.410 2.441 -2.157 0.2 1.1 0.0
C -1.969 1.149 -2.030 0.7 -1.1 0.5
C -0.660 0.858 -1.556 0.1 1.5 0.9
C -0.169 -0.495 -1.233 -2.9 -2.0 0.8
C 1.002 -0.983 -1.984 0.9 -0.9 -0.2
C 1.168 -2.386 -2.132 -0.2 0.4 0.9
C 2.372 -2.934 -2.538 0.6 0.5 -0.6
C 3.412 -2.081 -2.969 -0.7 0.2 0.3
C 3.199 -0.685 -3.003 0.0 -1.1 -0.3
C 1.978 -0.155 -2.583 0.4 0.0 0.5
C 0.199 1.952 -1.317 -0.2 -0.5 0.4
C -0.222 3.265 -1.436 -0.9 0.7 -0.3
H -1.973 6.765 -1.417 0.2 -0.3 0.0
H -0.865 5.788 -0.411 -0.1 -0.1 -0.3
H -0.504 6.054 -2.157 -0.2 -0.1 0.2
H -3.398 2.667 -2.568 0.3 -0.1 0.4
H -2.649 0.312 -2.244 0.3 0.4 0.1
H -0.988 -1.231 -1.248 0.2 0.4 -1.1
H 0.338 -3.039 -1.834 0.4 0.2 0.1
H 2.519 -4.016 -2.526 -0.1 0.3 -0.1
H 4.349 -2.510 -3.327 -0.2 0.2 0.2
H 4.005 -0.051 -3.389 -0.5 -0.1 0.1
H 1.828 0.916 -2.713 0.0 -0.4 0.3
H 1.210 1.766 -0.927 -0.5 0.1 -0.2
H 0.478 4.092 -1.283 -0.3 -0.4 0.2

---

69
Properties=species:S:1:pos:R:3:forces:R:3 method="wB97M-V/def2-TZVPD" orbital_gap_ev="6.65 / 4.19" s_squared=6.04 de_lowest_kj_mol=0.0 total_charge=+2 spin_multiplicity=5
Ru 11.458 12.499 13.602 -2.2 -0.3 0.0
Br 6.456 16.931 13.146 0.5 -0.3 0.1
C 7.892 15.709 13.128 0.4 -0.3 -0.3
C 9.227 16.144 13.044 -0.5 1.1 0.0
C 10.258 15.237 13.034 0.3 -0.6 0.3
N 10.014 13.921 13.173 -0.9 -0.3 -0.4
C 8.719 13.439 13.102 0.2 1.6 0.7
C 7.631 14.335 13.107 1.0 -0.2 0.0
C 8.582 11.974 13.038 0.5 -0.8 -0.4
C 7.364 11.285 12.989 1.5 -0.1 -0.4
C 7.412 9.917 12.708 0.5 -0.1 0.4
Br 5.859 8.872 12.818 0.2 0.2 -0.2
C 8.645 9.302 12.454 -0.3 -0.1 0.2
C 9.819 10.037 12.578 0.0 -0.1 -0.1
N 9.793 11.333 12.902 -0.9 0.3 -0.3
H 9.465 17.218 13.017 -0.2 -0.6 -0.1
H 11.321 15.526 12.933 -0.8 -0.2 0.2
H 6.609 13.987 13.099 0.0 -0.1 0.0
H 6.434 11.789 13.107 -0.5 0.3 0.2
H 8.667 8.233 12.249 0.1 0.3 -0.1
H 10.811 9.584 12.405 -0.7 0.3 0.3
O 10.640 12.136 15.608 0.9 -0.3 1.3
N 11.158 11.165 16.314 0.4 -0.8 -2.8
N 11.862 10.353 15.518 -2.3 5.1 0.1
O 11.995 10.701 14.262 0.7 -0.8 0.0
C 12.447 9.229 15.977 1.1 -2.5 0.9
C 12.264 9.042 17.355 0.7 -0.9 -0.1
C 12.697 7.850 17.907 0.0 -0.6 -0.3
C 13.246 6.856 17.066 -0.2 0.9 -0.4
C 13.487 7.110 15.702 0.0 0.2 0.5
C 13.101 8.324 15.107 -0.3 -0.2 1.1
H 11.801 9.826 17.946 0.1 -0.4 0.0
H 12.563 7.669 18.977 0.1 0.0 -0.4
H 13.470 5.872 17.447 0.2 0.0 0.2
H 14.008 6.338 15.134 -0.3 0.3 0.0
H 13.284 8.536 14.047 -0.2 0.0 0.6
C 13.425 16.270 15.477 0.1 -0.1 0.5
C 12.729 14.929 15.523 0.4 -0.2 -0.2
N 12.227 14.478 16.682 0.5 0.5 -1.2
O 12.684 14.290 14.433 -0.4 -0.4 1.0
H 14.531 16.154 15.562 -0.8 0.0 0.0
H 13.052 16.957 16.253 0.3 -0.3 -0.3
H 13.208 16.667 14.493 0.1 0.2 -0.1
H 12.346 15.007 17.527 -0.1 0.0 0.1
H 11.723 13.611 16.676 -0.3 -0.3 0.1
N 16.718 11.244 6.895 -0.7 0.4 0.5
C 15.856 11.773 7.813 -0.1 0.0 0.7
C 16.215 12.903 8.588 -0.1 0.3 -0.1
C 15.402 13.373 9.619 1.0 0.0 -0.3
C 14.230 12.722 9.935 -1.4 0.1 0.6
C 13.813 11.653 9.135 0.0 -0.4 0.1
C 14.606 11.175 8.110 0.4 0.4 0.3
S 13.207 13.347 11.304 -0.4 0.3 -2.6
O 13.610 14.717 11.563 -0.3 -1.2 0.2
O 11.765 13.045 11.064 2.1 0.5 0.5
N 13.457 12.347 12.593 3.4 0.0 2.0
C 14.629 12.312 13.350 -1.8 0.0 -1.9
S 15.982 13.477 13.255 -0.2 -0.5 0.8
C 16.706 12.668 14.599 -0.2 1.1 -0.8
C 15.980 11.537 14.937 -1.5 -0.5 -1.0
N 14.822 11.329 14.242 1.3 0.6 1.0
H 17.611 11.688 6.786 0.0 -0.1 -0.3
H 16.390 10.576 6.215 0.2 0.1 0.1
H 17.122 13.448 8.323 -0.2 -0.1 0.2
H 15.687 14.238 10.199 0.1 0.1 -0.1
H 12.875 11.151 9.330 -0.1 0.0 0.1
H 14.319 10.288 7.582 -0.3 -0.2 -0.3
H 17.548 13.132 15.123 -0.2 -0.5 -0.4
H 16.304 10.806 15.661 -0.1 0.0 0.2